This record from the OMol25 dataset describes a structure of composition C55H34DyI4N15O7S at a distorted geometry. The level of theory is ωB97M-V with the def2-TZVPD basis set.

XYZ file:
```
117
Properties=species:S:1:pos:R:3:forces:R:3
C -5.962 6.203 27.987 2.565 0.646 1.589
C -6.963 10.224 23.670 0.792 0.895 -0.261
H -6.165 15.472 24.794 -0.229 0.865 0.496
N -4.313 7.183 26.427 0.595 0.801 0.480
C -2.289 8.528 25.723 -1.077 -0.304 1.080
H -3.507 6.018 29.404 0.101 -0.063 1.001
H -7.229 3.524 31.593 0.312 0.013 0.056
C -7.272 2.764 19.410 -1.181 0.751 -0.682
I -6.704 5.200 34.251 -0.046 -0.127 -0.553
N -1.396 6.544 22.064 0.293 0.634 -0.793
N -7.062 8.981 24.172 -0.849 0.513 -0.226
N -2.368 5.896 23.863 -0.244 0.540 0.354
H -3.399 12.463 23.704 0.131 0.719 -0.050
C -2.492 7.176 27.864 0.023 0.434 -0.794
C -6.168 6.730 31.736 0.757 1.224 -0.033
H -1.489 7.381 28.234 -0.280 -0.241 -0.198
N -5.969 9.557 20.219 -0.921 0.488 0.190
O -10.547 6.144 19.394 0.184 0.337 -0.064
H -11.395 8.153 25.947 0.258 0.830 1.860
C -6.285 5.257 22.062 1.463 0.038 1.845
C -5.973 6.953 30.387 -0.266 0.056 -0.834
C -6.037 13.440 24.234 0.014 -1.292 0.707
C -8.412 5.988 27.761 -0.260 0.265 -2.737
H -4.552 2.473 23.534 -0.532 -0.243 -0.197
H 2.108 7.786 24.588 0.029 -0.240 -0.297
C 1.934 9.185 26.181 -0.997 -0.374 -0.605
C -8.416 3.337 18.872 -1.196 0.186 -0.588
H -6.888 3.862 29.232 0.507 0.857 0.179
C -6.148 14.793 23.988 0.660 -1.308 -2.147
H -12.259 6.186 21.558 0.175 0.150 1.052
H 1.511 10.538 27.732 -0.337 0.127 0.182
C -8.218 10.682 23.138 -0.087 -0.028 -0.097
N -1.294 5.809 23.162 0.074 -0.880 0.033
H -10.359 6.258 26.821 -0.467 -0.282 -0.150
O -7.481 0.989 17.948 0.251 0.349 0.553
Dy -5.485 7.209 24.174 0.960 -0.057 0.275
H -3.267 3.643 23.238 0.260 0.230 -0.605
C -8.529 6.871 25.676 0.363 -0.375 0.904
H -10.089 9.662 22.926 0.256 -0.276 0.265
C -11.610 7.643 25.073 2.039 -0.190 -0.888
O -5.785 1.030 19.293 -0.800 0.245 -0.326
C -7.098 6.276 27.239 -1.747 1.146 -1.851
C -5.829 12.902 21.917 0.074 -1.905 -0.483
C -9.087 7.663 24.661 -0.402 -0.702 -0.938
C -8.236 5.128 20.529 0.365 -0.024 -0.855
I 3.981 9.568 26.213 0.105 0.021 0.098
C -6.564 3.418 20.383 1.770 -0.637 1.419
O -5.207 4.899 24.810 -0.027 -0.033 0.227
H -9.023 2.914 18.043 0.887 0.208 0.771
C -4.652 6.641 27.657 -1.552 -0.562 -1.509
H -0.303 7.390 24.386 -0.070 -0.107 0.086
H -2.920 2.225 24.228 0.096 -0.096 0.213
O -5.060 5.041 22.129 -0.991 0.182 -0.631
C -2.367 10.757 24.567 0.199 0.170 -0.272
C -3.521 6.585 28.512 0.491 0.018 -0.337
N -6.825 1.506 18.844 1.019 -0.969 -0.167
C -2.929 9.461 24.920 0.699 -0.698 0.502
C -10.763 6.853 22.983 1.354 0.202 -0.767
H -6.007 7.507 32.486 -0.055 -0.140 -0.400
C -13.072 6.796 23.527 -0.516 -1.351 -2.512
H -5.612 2.974 20.768 -0.936 0.580 -0.459
H -13.725 7.610 25.377 -0.016 -0.149 0.155
H -5.860 2.301 25.640 0.809 0.323 0.322
C -5.964 14.237 21.584 0.331 0.037 0.154
O -10.428 4.726 17.783 -0.318 0.281 -0.757
H -8.603 6.074 20.889 0.067 0.025 0.268
H -8.474 11.631 22.695 0.317 0.051 -0.004
C -7.031 4.585 20.979 -1.356 -0.228 -0.884
C -6.076 15.144 22.622 -0.499 0.452 0.695
C -0.336 9.648 26.935 0.829 -1.030 -0.529
H -4.275 2.060 26.554 0.032 -0.558 0.297
H -5.462 3.311 27.080 0.176 -0.325 -0.141
C -6.788 4.457 31.262 -0.235 -0.341 -0.410
H -9.912 6.785 22.277 -0.681 -0.226 0.541
C -0.851 8.736 25.979 1.235 0.435 0.403
H -5.675 12.109 21.150 -0.220 0.784 0.362
N -6.445 8.923 21.254 0.888 -0.067 -0.846
C -9.055 9.639 23.266 -1.538 1.329 -0.991
C 1.417 8.289 25.239 0.733 0.347 0.505
S -4.122 3.997 25.310 -0.211 0.022 0.188
N -10.020 5.232 18.801 0.213 -1.409 1.033
C 1.065 9.857 27.020 -0.630 0.057 0.216
N -4.658 9.364 20.087 0.446 -0.333 -0.061
C -3.034 7.616 26.553 0.741 -0.172 0.565
C 0.061 8.061 25.152 -0.312 0.387 0.059
C -6.174 5.933 29.457 0.366 -0.396 -0.697
N -3.044 7.991 21.195 -1.616 0.954 -0.074
H -1.312 11.024 24.588 -0.398 -0.032 0.241
C -10.504 7.408 24.231 -0.643 -0.302 0.876
I -6.287 17.153 22.145 0.006 0.558 -0.133
C -3.403 11.492 24.132 -0.302 -1.183 -0.576
C -5.887 12.457 23.235 -0.378 1.347 -0.030
C -12.893 7.323 24.755 -0.153 0.613 0.232
C -3.679 2.944 23.938 0.289 0.371 0.208
C -12.038 6.520 22.596 -1.429 0.435 0.018
C -6.591 4.695 29.904 -0.753 -1.235 0.122
O -6.958 5.937 22.914 -0.327 -0.299 -1.169
H -1.006 10.105 27.653 0.018 0.216 -0.177
C -8.854 4.531 19.438 0.237 0.240 -0.014
C -4.346 8.529 21.070 -0.058 -0.528 0.360
C -4.585 10.597 24.073 2.727 -0.787 1.323
C -6.513 5.476 32.131 -0.505 -0.564 1.825
N -7.198 6.862 25.970 -0.546 -1.132 1.030
H -6.035 13.042 25.256 -0.084 0.412 -0.219
C -9.299 6.224 26.719 1.249 0.820 1.082
C -5.779 11.031 23.630 -1.829 -0.680 0.028
H -8.651 5.742 28.750 -0.288 -0.521 1.050
H -2.438 8.191 20.431 0.277 0.059 -0.274
I -15.072 6.437 22.965 -0.015 -0.117 -0.163
C -2.584 7.138 22.146 0.047 -0.652 1.258
H -5.918 14.534 20.534 -0.071 0.082 0.462
C -8.388 8.622 23.966 0.764 -0.289 0.936
N -5.431 8.242 21.817 1.128 -0.428 0.430
N -3.206 6.784 23.280 0.021 0.018 -0.407
C -5.029 2.759 26.232 -0.901 0.431 -0.064
N -4.210 9.347 24.591 -1.858 1.518 -1.191
H -5.739 7.913 29.943 0.173 0.161 0.456
```
Positions in Å, forces in eV/Å.

LUMO level = 2.59 eV
Multiplicity = 6
E_tot = -5938.39794 Eh
Net charge = -2
Orbital gap = 5.03 eV
E_HOMO = -2.442 eV
Expectation value of S² = 9.325
Relative energy (zero: lowest compared OMol25 entry of this formula, charge and spin) = 0.00 kJ/mol

This record from the OMol25 dataset describes a structure of composition C55H35HfN10O6PS2. The level of theory is ωB97M-V with the def2-TZVPD basis set.

XYZ file:
```
110
Properties=species:S:1:pos:R:3:forces:R:3
N -2.736 2.845 -0.134 0.109 -0.040 0.033
C -0.016 -3.210 4.348 0.038 0.049 0.034
H -0.189 -4.014 3.640 0.019 -0.005 0.026
C 4.496 -0.343 4.244 0.006 -0.008 0.016
C -3.878 3.449 4.116 0.006 -0.001 0.030
C 0.367 -2.539 6.621 -0.003 -0.005 0.009
C -0.476 1.833 2.326 0.048 -0.156 0.088
S -1.208 0.127 -3.602 -0.150 0.021 0.201
O -1.145 0.826 -4.847 0.069 -0.030 -0.075
C -1.645 2.577 4.522 0.005 -0.012 -0.032
H -0.677 -3.660 -6.535 0.008 -0.002 0.009
H -0.895 -1.243 -5.987 -0.011 0.003 0.028
C 2.821 -3.883 -1.155 0.006 -0.006 0.001
C -4.805 -2.819 2.327 0.001 0.026 0.001
H 2.034 -0.902 -2.458 0.011 -0.006 -0.014
C 4.687 2.908 -5.244 -0.001 0.010 -0.010
N 3.688 0.720 -0.690 -0.043 0.008 -0.017
C -1.250 -3.871 -3.201 -0.021 -0.029 -0.026
H 3.365 -2.873 -3.004 -0.002 -0.012 0.013
H -3.372 5.403 -5.748 0.005 -0.003 0.003
C -2.096 2.421 0.953 -0.132 -0.018 -0.152
C 3.131 1.369 -1.698 0.021 0.006 0.148
C -3.833 -3.804 2.190 0.044 -0.007 -0.009
O -3.379 -2.027 -1.230 -0.044 -0.073 -0.041
C 1.725 2.524 -2.929 -0.155 0.100 -0.073
O -1.452 -3.391 -0.514 -0.015 0.011 0.057
C 5.007 -0.356 1.871 -0.008 0.000 0.021
H -4.555 3.538 2.067 0.009 -0.005 0.011
H 2.571 0.414 4.847 -0.002 0.002 -0.010
C -3.762 3.268 2.752 0.013 -0.009 -0.011
C -3.095 -1.138 2.273 0.003 -0.034 -0.042
O -2.242 0.484 -2.662 -0.325 0.140 -0.170
C 2.989 2.531 -3.640 -0.047 0.002 0.004
H -5.170 5.140 -4.106 0.009 0.000 0.009
N 1.354 -1.570 -0.626 -0.073 0.304 -0.158
C 2.091 -3.759 -0.006 -0.022 0.001 0.007
C 1.649 0.952 2.111 -0.018 0.187 0.015
C -1.877 4.445 -4.556 -0.016 0.004 0.010
N 0.653 3.138 -3.410 0.037 -0.060 0.128
H 5.034 3.336 -6.176 -0.002 -0.004 0.004
C 5.194 1.588 -3.267 0.001 0.001 0.003
H 5.676 -0.544 1.042 -0.012 -0.002 0.015
N 1.838 1.813 -1.770 -0.118 -0.385 -0.073
C 3.733 0.159 1.657 0.006 0.006 -0.029
O 0.114 0.210 -2.843 -0.144 0.030 0.057
H 2.069 -4.560 0.721 -0.014 0.017 -0.011
H -5.850 -3.096 2.385 0.001 0.006 0.000
C -0.065 -1.875 3.933 0.090 -0.231 -0.008
N 0.646 -2.579 1.439 0.012 -0.134 -0.057
C -4.436 -1.485 2.370 -0.025 -0.012 0.003
C -2.497 -3.456 2.100 0.027 -0.030 0.035
H -2.811 -0.090 2.286 -0.003 -0.036 0.003
C 2.818 -2.833 -2.073 -0.020 0.005 0.016
Hf 0.044 0.697 -0.759 0.812 0.000 0.561
C 0.211 -3.543 5.672 -0.014 0.014 -0.026
C 2.079 -1.725 -1.759 -0.014 -0.044 0.024
H 6.344 -1.034 3.394 -0.011 0.003 -0.003
P -0.418 -1.449 2.173 0.034 0.230 -0.107
C -1.282 -1.598 -3.926 0.113 -0.008 0.039
H 0.247 -4.584 5.968 0.002 0.014 0.005
C 0.290 -1.214 6.231 -0.006 0.018 -0.018
C 5.582 2.156 -4.466 0.016 -0.001 -0.013
H -5.188 -0.711 2.458 0.008 -0.006 -0.002
N -0.784 2.655 -1.530 -0.101 -0.298 -0.143
O -1.269 -0.997 -0.660 0.269 0.670 -0.038
C -2.092 2.993 -1.262 -0.133 -0.106 0.023
H 3.384 -4.788 -1.342 0.004 0.005 -0.010
H -0.857 -5.333 -4.710 -0.006 0.006 -0.001
C -3.962 4.147 -2.648 -0.006 0.026 -0.005
H -1.075 4.543 -5.275 -0.013 -0.005 0.001
H 0.741 -3.468 1.906 0.005 0.000 0.017
H -4.789 3.866 4.527 0.008 -0.004 -0.009
H 0.534 -2.794 7.660 0.000 0.001 -0.007
C 0.081 -0.883 4.895 -0.038 0.002 0.003
C -0.487 3.171 -2.772 0.083 0.048 -0.080
C 3.241 0.194 4.028 0.019 0.014 -0.006
C 3.381 3.112 -4.842 -0.003 -0.009 0.016
C -2.684 3.669 -2.409 0.042 0.074 0.018
C -1.667 3.815 -3.339 0.038 -0.042 0.001
N 0.667 1.427 2.837 -0.029 0.005 -0.099
H 4.820 -0.557 5.255 -0.015 0.010 -0.004
C 1.344 -2.587 0.250 -0.020 -0.044 -0.006
H -0.829 2.333 5.190 -0.019 0.007 -0.009
H -4.122 -4.846 2.134 -0.004 0.007 0.003
H 2.681 3.690 -5.431 0.013 -0.010 0.010
C -1.419 -2.526 -2.893 -0.112 -0.045 -0.113
H 6.597 2.023 -4.817 -0.006 -0.001 0.006
H 5.880 1.014 -2.659 -0.017 0.005 -0.005
H 0.395 -0.424 6.966 0.003 -0.016 -0.007
C -1.010 -1.999 -5.223 -0.012 -0.110 -0.067
C -0.875 -3.348 -5.519 0.013 0.053 -0.003
C -2.115 -2.120 2.143 -0.101 0.107 0.046
N 1.754 0.949 0.738 -0.110 -0.129 0.187
H -1.341 -4.599 -2.409 0.000 0.000 0.002
C -2.575 2.709 2.285 0.017 -0.007 0.019
C -2.830 3.109 4.990 -0.032 0.009 0.010
C -1.537 2.368 3.149 -0.022 0.057 -0.015
C -4.183 4.766 -3.867 -0.006 0.007 -0.014
S -1.967 -2.234 -1.198 0.198 0.060 -0.062
C 5.368 -0.617 3.179 0.021 0.002 -0.022
C 2.868 0.428 2.708 -0.031 -0.005 0.001
C 3.050 0.583 0.448 0.008 0.000 -0.021
H -1.755 -4.230 1.949 -0.022 0.009 -0.004
H -2.961 3.276 6.051 0.009 -0.003 -0.007
H -4.750 4.028 -1.916 0.018 -0.010 -0.004
N -0.876 1.814 1.005 -0.027 -0.099 -0.130
H 0.038 0.156 4.600 0.010 -0.027 -0.004
C 3.874 1.783 -2.871 0.023 -0.002 0.002
C -0.979 -4.278 -4.501 -0.029 -0.004 0.048
C -3.155 4.916 -4.806 -0.001 -0.008 0.002
```
Positions in Å, forces in eV/Å.

LUMO level (spin up / spin down) = -1.59 / -1.64 eV
Multiplicity = 1
E_tot = -4302.01770 Eh
Orbital gap (spin up / spin down) = 5.04 / 4.94 eV
E_HOMO (spin up / spin down) = -6.625 / -6.579 eV
Relative energy (zero: lowest compared OMol25 entry of this formula, charge and spin) = 0.00 kJ/mol